A cluster of 7 separate species, C18H32F6NO16PS in total at a distorted geometry. Source: the OMol25 dataset; level of theory: the ωB97M-V functional and the def2-TZVPD basis.

ORCA input file:
```
! wB97M-V def2-TZVPD RIJCOSX def2/J DEFGRID3
* xyz 0 1
N 8.3226 17.8924 -18.0824
H 8.7851 18.7666 -17.8776
H 8.9776 17.4130 -18.6834
H 7.5018 18.0323 -18.6540
H 8.1657 17.3174 -17.2669
P 11.8449 15.4597 -14.8154
F 11.9214 16.8501 -15.6846
F 10.8375 14.9402 -15.9980
F 13.1764 15.0474 -15.5828
F 11.7391 13.9915 -14.0770
F 12.9616 16.0013 -13.7201
F 10.6823 16.0878 -13.8518
C 5.1361 12.7700 -11.0711
C 5.9563 13.9616 -11.7512
C 6.3787 13.5744 -13.1899
O 6.2551 14.8861 -13.8642
C 5.5505 15.6829 -13.0400
O 5.4663 16.8653 -13.2446
O 5.0690 15.0181 -12.0184
H 4.6538 13.0357 -10.1304
H 5.8285 11.9599 -10.8419
H 4.3577 12.3495 -11.7079
H 6.8460 14.3320 -11.2419
H 5.7596 12.7672 -13.5814
H 7.3799 13.1471 -13.1343
C 6.8824 14.7994 -24.6556
C 5.6429 15.4228 -23.9467
C 4.4944 14.4740 -23.7526
O 4.4646 14.2070 -22.3828
C 5.1485 15.1206 -21.7609
O 5.1436 15.3131 -20.5599
O 5.8996 15.8506 -22.6229
H 7.2513 13.8005 -24.4227
H 7.6705 15.5518 -24.6866
H 6.6027 14.5629 -25.6822
H 5.3127 16.3262 -24.4595
H 4.6406 13.6067 -24.3965
H 3.5977 15.0364 -24.0126
C 12.5838 13.0973 -25.2882
C 13.0568 13.3202 -23.8804
C 14.2473 14.3153 -23.7472
O 13.6995 15.3383 -22.8784
C 12.4357 15.0788 -22.6417
O 11.6146 15.7688 -22.0061
O 12.0285 13.9098 -23.1991
H 12.3919 14.0391 -25.8023
H 11.7818 12.3600 -25.2515
H 13.3524 12.6786 -25.9378
H 13.3376 12.3654 -23.4359
H 14.6324 14.7293 -24.6791
H 15.0850 13.8355 -23.2409
C 4.1736 23.7238 -15.3557
C 3.5857 22.9672 -16.5809
C 3.3173 23.8669 -17.8064
O 3.9238 23.1556 -18.8163
C 4.7222 22.2068 -18.3604
O 5.3644 21.5268 -19.0905
O 4.6107 22.0727 -17.0308
H 4.2546 23.0630 -14.4927
H 3.5759 24.5897 -15.0712
H 5.1467 24.1903 -15.5093
H 2.6699 22.4574 -16.2815
H 3.8191 24.8199 -17.6389
H 2.2521 24.0435 -17.9559
C 10.4172 21.7333 -14.5442
C 9.0919 22.4252 -14.7941
O 9.0624 22.8694 -16.2005
S 10.6474 22.9595 -16.8387
O 11.2164 24.2500 -16.5460
O 10.6739 22.5660 -18.2241
O 11.1620 21.8525 -15.7481
H 10.2150 20.6871 -14.3146
H 10.9403 22.0269 -13.6342
H 9.0192 23.3256 -14.1840
H 8.2429 21.8024 -14.5124
*
```

- energy (eV) = -89866.4076
- HOMO-LUMO gap (eV) = 9.148
- HOMO level (eV) = -10.052

***

A structure of composition C18H32F6NO3PSSiTl. Source: the OMol25 dataset; level of theory: the ωB97M-V functional and the def2-TZVPD basis.

ORCA input file:
```
! wB97M-V def2-TZVPD RIJCOSX def2/J DEFGRID3
* xyz -2 2
Tl -0.9196 0.0592 -0.1572
C 3.0125 -1.9149 -1.2186
C 3.1180 -0.4447 -0.8192
C 2.7091 0.4537 -1.9798
C 4.5459 -0.1183 -0.3809
O 2.1745 -0.1991 0.2106
Si 2.2284 -0.3768 1.8605
S 0.3312 -0.3701 2.5980
O 3.1285 -1.7728 2.0576
C 3.7427 -2.3206 3.2032
C 3.0149 -1.9290 4.4873
C 3.7028 -3.8358 3.0213
C 5.1897 -1.8222 3.2517
O 3.2950 0.7522 2.4673
C 3.1451 2.1616 2.6305
C 2.6605 2.7990 1.3325
C 2.1695 2.4652 3.7637
C 4.5366 2.6755 2.9832
H 3.6942 -2.1433 -2.0430
H 1.9893 -2.1345 -1.5297
H 3.2552 -2.5442 -0.3606
H 3.3602 0.2898 -2.8437
H 2.7653 1.5021 -1.6802
H 1.6775 0.2418 -2.2655
H 5.2431 -0.3614 -1.1877
H 4.8137 -0.6928 0.5074
H 4.6402 0.9425 -0.1421
H 1.9501 -2.1536 4.4083
H 3.1054 -0.8553 4.6706
H 3.4478 -2.4719 5.3317
H 2.6661 -4.1578 2.9083
H 4.1439 -4.3463 3.8824
H 4.2527 -4.1184 2.1208
H 5.1910 -0.7320 3.1991
H 5.7546 -2.2127 2.4010
H 5.6817 -2.1400 4.1765
H 1.6840 2.4073 1.0392
H 3.3666 2.5986 0.5231
H 2.5602 3.8806 1.4556
H 1.1850 2.0547 3.5355
H 2.0757 3.5465 3.9012
H 2.5242 2.0136 4.6945
H 5.2465 2.3855 2.2042
H 4.8685 2.2451 3.9316
H 4.5324 3.7653 3.0721
N -0.5896 2.4132 -0.0557
C -0.8535 3.3395 0.8537
C -1.4621 3.0589 2.1287
C -1.6598 4.0386 3.0780
C -1.2792 5.3621 2.8291
C -0.6973 5.6874 1.5992
C -0.4935 4.7159 0.6415
H -1.7478 2.0313 2.3200
H -2.1133 3.7817 4.0291
H -1.4335 6.1269 3.5813
H -0.4032 6.7129 1.3992
H -0.0364 4.9609 -0.3104
F -3.7915 0.2935 0.7607
P -5.1265 -0.1697 -0.0582
F -5.1403 1.2446 -0.8407
F -4.1943 -0.8075 -1.2176
F -5.1169 -1.5858 0.7285
F -6.0604 0.4639 1.1042
F -6.4539 -0.6361 -0.8728
*
```

- energy (eV) = -75831.1935
- expectation value of S² = 0.801
- HOMO-LUMO gap (alpha / beta) (eV) = 6.041 / 5.654
- HOMO level (alpha / beta) (eV) = -1.756 / -1.369
- energy relative to the best compared isomer or geometry (same formula, charge and spin) (kJ/mol) = 2.1

***

A structure of composition C18H32IrN4S4. Source: the OMol25 dataset; level of theory: the ωB97M-V functional and the def2-TZVPD basis.

ORCA input file:
```
! wB97M-V def2-TZVPD RIJCOSX def2/J DEFGRID3
* xyz -1 5
Ir -1.3694 1.0505 -0.5054
C -1.9752 1.7224 2.5736
C -1.0740 2.9703 2.5999
N -0.3092 3.0775 1.3746
C 1.1044 3.3719 1.5354
C 1.8554 2.2090 2.1879
N 1.6715 0.9898 1.4279
C 1.1327 -0.1586 2.1089
C -0.2466 0.0091 2.7639
N -1.3071 0.5939 1.9186
H -2.8755 1.9431 2.0030
H -2.2814 1.4846 3.6045
H -0.3787 2.9103 3.4413
H -1.7084 3.8459 2.7823
H -0.7456 3.7180 0.7246
H 1.2858 4.2954 2.1119
H 1.5243 3.5217 0.5374
H 1.5381 2.0892 3.2301
H 2.9213 2.4736 2.2269
H 1.0849 1.1718 0.6210
H 1.8252 -0.4715 2.9003
H 1.0974 -0.9708 1.3809
H -0.1407 0.6449 3.6478
H -0.5653 -0.9705 3.1371
H -1.9952 -0.1119 1.6829
S -3.0522 2.6865 -0.2764
S -2.7576 4.1727 -1.6251
S -2.7397 2.2032 -3.7091
S -1.7470 0.8246 -2.7198
C -1.4973 -2.8419 0.9304
C -1.7830 -3.0128 -0.5611
C -3.0441 -2.2569 -0.9706
C -0.5426 -2.7477 -1.4048
C -0.0607 -3.8355 -2.1108
C 1.0769 -3.7625 -2.8964
C 1.7672 -2.5676 -2.9640
C 1.3696 -1.4389 -2.2650
C 2.3251 -0.2595 -2.3814
C 3.3459 -0.3111 -1.2413
C 1.7394 1.1411 -2.5358
C 0.1787 -1.4996 -1.4583
N -0.2365 -0.4150 -0.7756
H -2.3574 -3.1558 1.5266
H -1.2848 -1.7938 1.1400
H -0.6300 -3.4300 1.2371
H -2.0047 -4.0754 -0.7262
H -2.9765 -1.1974 -0.7412
H -3.9039 -2.6740 -0.4380
H -3.2277 -2.3510 -2.0404
H -0.6090 -4.7697 -2.0550
H 1.4213 -4.6284 -3.4467
H 2.6613 -2.5036 -3.5753
H 2.8770 -0.4569 -3.3100
H 2.8695 -0.1228 -0.2817
H 4.1148 0.4508 -1.3916
H 3.8349 -1.2870 -1.2024
H 1.1646 1.4492 -1.6706
H 1.0789 1.2073 -3.4007
H 2.5606 1.8498 -2.6765
*
```

- energy (eV) = -71325.8757
- expectation value of S² = 6.060
- HOMO-LUMO gap (alpha / beta) (eV) = 5.876 / 5.646
- HOMO level (alpha / beta) (eV) = -3.207 / -3.662
- energy relative to the best compared isomer or geometry (same formula, charge and spin) (kJ/mol) = 65.8

***

A structure of composition C18H32N2O18S2 at a distorted geometry. Source: the OMol25 dataset; level of theory: the ωB97M-V functional and the def2-TZVPD basis.

ORCA input file:
```
! wB97M-V def2-TZVPD RIJCOSX def2/J DEFGRID3
* xyz 0 1
C 3.3374 0.5416 -0.1178
N 3.4576 1.5579 0.9428
O 4.3335 2.4422 0.8272
O 2.5197 1.6572 1.6853
H 2.3077 0.5742 -0.4740
H 3.4027 -0.3753 0.4679
H 3.9937 0.5713 -0.9876
C -0.9120 0.7718 0.5910
N 0.3285 0.0165 0.4701
O 1.3562 0.5755 0.0734
O 0.4381 -1.0741 0.8740
H -1.7465 0.2118 1.0131
H -1.0812 1.1333 -0.4233
H -0.6417 1.5995 1.2466
O -2.4681 -1.2423 0.5557
C -1.8243 -1.6559 -0.3280
O -1.1468 -2.7988 -0.1816
C -0.4770 -3.2000 -1.4079
C -0.3165 -1.8356 -2.0655
C -1.7071 -1.1684 -1.8028
H -1.0246 -3.9445 -1.9858
H 0.5045 -3.6350 -1.2193
H -0.0722 -2.1904 -3.0668
H 0.5974 -1.2971 -1.8146
H -2.5261 -1.6722 -2.3162
H -1.6751 -0.0995 -2.0141
O 1.0480 2.9539 -4.6460
C 0.3809 2.1572 -4.0607
O 0.3658 0.8586 -4.4052
C -0.7414 0.1909 -3.7794
C -1.1443 1.1224 -2.5909
C -0.7469 2.4505 -3.1128
H -0.5788 -0.8282 -3.4283
H -1.6323 0.1422 -4.4056
H -0.5377 0.9171 -1.7089
H -2.1870 0.9661 -2.3143
H -0.3729 3.1893 -2.4040
H -1.5938 2.6861 -3.7573
O 3.3403 -0.8000 -2.1255
C 3.2570 -1.6404 -1.1805
O 3.9839 -2.7838 -1.1035
C 3.5911 -3.6868 -0.0361
C 2.1383 -3.2283 0.1974
C 2.2038 -1.7561 -0.0606
H 4.2103 -3.6195 0.8584
H 3.8418 -4.6821 -0.4031
H 1.7888 -3.3708 1.2200
H 1.3643 -3.6949 -0.4119
H 2.7179 -1.2574 0.7610
H 1.3712 -1.1434 -0.4064
C -1.6454 4.2022 2.7440
C -0.5259 3.3042 2.1523
O -0.9180 3.2237 0.7909
S -2.5919 3.2195 0.6672
O -3.2705 2.0362 1.2538
O -3.0662 3.7125 -0.6174
O -2.6326 4.4461 1.7638
H -1.1195 5.1176 3.0151
H -2.1078 3.7243 3.6077
H -0.4041 2.3477 2.6606
H 0.4990 3.6749 2.1690
C -0.5329 -1.3247 2.7936
C -2.0272 -1.8983 2.7397
O -2.8219 -0.9399 3.4092
S -2.1032 0.5755 3.7745
O -2.1591 0.6910 5.2640
O -2.7510 1.5965 2.9440
O -0.6015 0.0288 3.1908
H 0.1561 -1.4985 1.9671
H 0.0347 -1.8161 3.5839
H -2.0340 -2.9090 3.1478
H -2.4032 -2.1203 1.7409
*
```

- energy (eV) = -80660.7465
- HOMO-LUMO gap (eV) = 8.240
- HOMO level (eV) = -9.498